93
Properties=species:S:1:pos:R:3:forces:R:3:mulliken_charge:R:1 method="wB97M-V/def2-TZVPD" e_tot_ha=-2666.0107 gap_ev="6.48 / 5.86" lumo_ev="0.250 / -0.521" multiplicity=6 s_squared=8.821 e_above_lowest_kcal_mol=16.5
H -3.0862 -2.9376 1.9574 -0.056 0.025 -0.004 0.4197
C 0.8151 5.7517 -1.2284 -0.022 -0.045 0.060 0.6037
C 1.9903 -3.3725 -1.8711 -0.034 -0.219 -0.072 0.8803
C -0.3375 5.0192 -1.4683 0.077 0.084 0.001 -0.9010
H 5.4343 -2.1610 1.2898 0.105 -0.077 -0.034 0.5476
C -2.0097 -2.8859 2.0605 -0.127 0.031 -0.031 -0.7517
H -4.5660 -0.6064 1.5136 0.008 -0.073 0.042 0.0229
N -1.7284 -0.3491 -1.3356 -0.617 -0.101 0.075 -0.5214
H -1.8591 -0.9179 1.2193 -0.022 -0.040 0.008 0.7018
C 0.8486 -5.4803 -1.4521 0.218 -0.037 -0.063 -0.9499
C 3.4524 -1.1850 -0.3002 -0.744 0.384 -1.788 0.0284
H 1.8203 -2.7494 2.4174 0.069 -0.011 -0.001 0.1888
H 1.8828 0.1934 3.7860 -0.049 -0.015 0.061 0.4612
C 0.0570 -3.9001 2.7203 -0.088 -0.115 -0.018 -0.8730
C 0.1071 3.6030 2.0556 -0.082 0.152 0.119 -0.4952
H 0.4118 4.5700 1.6817 0.049 0.039 -0.056 0.4427
H -6.5736 1.9161 -1.2689 -0.004 -0.052 -0.075 0.4193
C -0.7153 1.1158 2.9894 0.194 -0.198 -0.071 0.2013
C 0.9548 3.1155 -2.1663 -0.022 -0.420 -0.131 -0.3515
Te 1.0701 1.1939 -3.1292 0.053 0.740 -0.600 -0.1906
C 0.7164 7.1937 -0.8294 0.002 -0.026 -0.021 -1.6228
H -5.3095 0.3636 -2.9598 0.080 0.087 0.117 0.2819
H -2.4085 3.5325 -1.7670 -0.095 0.093 0.032 0.3829
C -0.2904 -4.7869 -1.1167 -0.149 0.052 0.040 -0.9097
H 3.8589 -0.6846 4.9829 -0.008 0.040 0.070 0.4403
C -0.3032 -3.3965 -1.1812 -0.009 -0.239 -0.061 0.0688
H -1.2258 -2.8797 -0.9212 0.128 -0.070 -0.046 0.1432
H -6.9932 0.2087 -1.2451 -0.045 0.003 -0.046 0.3207
C -1.3259 -1.7555 1.6552 0.068 0.147 0.050 -0.5904
H 5.6057 -1.9124 3.7408 0.070 0.002 0.055 0.4168
H -1.1811 -5.3186 -0.8080 -0.047 -0.071 0.010 0.4399
C 2.0333 5.1131 -1.3858 -0.100 0.228 0.073 -1.1681
C 2.0097 -4.7915 -1.8525 -0.570 0.505 0.215 1.0150
C -0.8375 3.5118 3.0702 0.020 0.065 -0.037 -0.6597
C -1.2443 2.2715 3.5326 -0.151 0.127 0.149 -0.8377
C 4.2881 -3.4605 -2.8956 0.041 0.039 0.077 -1.2213
H 0.6003 -4.7385 3.1304 0.053 -0.077 0.008 0.4419
H -6.5632 1.1482 1.0692 0.036 0.053 0.041 0.4147
N -4.1812 -0.4429 -1.3887 -0.484 -0.042 -0.076 0.0457
C -4.8628 -1.3582 -0.4983 -0.262 -0.327 0.543 -0.8687
C -4.9823 0.6381 -1.9482 -0.373 0.421 -0.549 -0.4661
H 5.0164 -5.3941 -3.3414 0.086 -0.037 -0.042 0.3926
H 1.6844 7.5919 -0.5380 0.079 0.071 0.038 0.3742
H 3.8254 3.1994 -2.9843 0.075 -0.115 -0.064 0.3992
H -5.7064 -1.7874 -1.0449 0.083 -0.044 0.019 0.4211
C -6.1893 0.9197 -1.0479 0.211 0.068 0.155 -0.7385
C -1.3192 -3.9633 2.5906 0.019 -0.096 0.073 -0.8942
C 2.6719 -0.3068 3.2409 0.033 0.058 -0.044 -0.4393
C 4.6698 -1.6423 1.8467 -0.272 0.102 -0.496 -0.3349
H -4.9140 1.4963 0.5748 0.012 0.019 0.025 0.3021
H -4.1816 -2.1691 -0.2370 -0.061 -0.005 -0.103 0.3727
H 3.1525 -6.5697 -2.2299 0.021 -0.094 -0.071 0.3975
O 3.8912 -2.3123 -0.8709 0.007 0.597 0.894 -0.2640
H 0.0198 7.3291 -0.0029 -0.036 0.044 0.066 0.3402
H -4.3580 1.5329 -2.0256 -0.017 -0.115 0.014 0.1823
H 1.3563 2.5083 0.6969 -0.052 0.086 -0.034 0.3493
C 2.5507 -0.4618 1.8659 0.337 -0.285 -0.409 0.0870
H -1.9842 2.2023 4.3185 -0.027 0.011 0.050 0.4451
C 0.8292 -2.6622 -1.5575 -0.213 0.534 0.213 -0.6219
C -5.7574 0.8210 0.4132 -0.133 -0.030 -0.053 -0.7438
H -1.2631 4.4092 3.4959 -0.020 0.071 0.019 0.4111
C 0.6355 2.4517 1.5073 0.107 -0.186 -0.066 -0.8697
H 4.1973 3.6911 -1.3294 0.065 0.085 0.017 0.4262
C -5.3520 -0.6213 0.7573 0.048 0.018 -0.085 -0.3028
C 2.1241 3.8051 -1.8412 -0.054 -0.170 0.024 1.1158
C 4.7614 -1.4929 3.2142 -0.050 0.085 0.236 -0.7501
C 0.0611 -1.6737 1.7985 -0.035 -0.022 -0.105 0.7750
C 3.1520 -5.4910 -2.2945 0.226 -0.332 -0.070 -0.9043
H -1.7119 2.7487 -3.1984 -0.038 -0.134 -0.039 0.4231
C 3.7748 -0.8037 3.9126 0.160 -0.108 -0.093 -0.8330
H 0.3445 7.7777 -1.6714 0.002 0.132 0.005 0.3753
C 0.2348 1.2001 1.9779 -0.041 0.020 -0.284 0.0869
H -1.0367 0.1462 3.3459 -0.020 0.025 0.061 0.5167
H -1.8531 -4.8501 2.8988 -0.042 -0.073 0.031 0.4156
H 2.9423 5.6507 -1.1574 0.166 0.087 0.038 0.3039
C 4.2261 -4.8175 -2.8823 0.217 0.024 -0.065 -0.3951
C -2.8860 -0.3768 -1.3595 1.254 0.027 -0.076 0.4037
C 0.7454 -2.7687 2.3187 -0.023 0.129 0.038 -0.6422
C -0.2835 3.7168 -1.9318 -0.129 -0.058 0.018 1.8061
C 3.4740 3.1688 -1.9530 0.104 -0.030 -0.005 -1.5530
H 5.1105 -2.9342 -3.3538 0.125 0.006 -0.071 0.4685
H -6.2000 -1.1665 1.1724 -0.011 -0.047 0.053 0.4904
C 3.5796 -1.1104 1.1533 0.133 0.288 1.196 0.5905
H -1.5035 2.0115 -1.6052 -0.106 0.106 -0.157 -0.2327
C 3.2816 -2.6462 -2.1712 -0.498 0.236 -0.634 0.8891
Ru 0.5256 -0.5429 -1.2587 -0.242 -0.485 -0.211 -0.2388
H 0.8613 -6.5632 -1.4362 0.012 -0.041 0.014 0.3619
P 0.9184 -0.2252 1.0707 -0.525 -0.011 0.857 2.0288
C -1.5592 2.9629 -2.1405 -0.034 -0.090 0.088 -1.3216
H 3.4290 2.1267 -1.6420 0.080 -0.056 -0.054 -0.0369
H 3.0754 -1.6937 -2.6893 0.092 -0.364 0.237 0.1608
O 2.8696 -0.2929 -0.9280 1.952 -1.032 0.771 -0.2554
H -1.3022 5.4793 -1.3013 -0.140 0.066 0.015 0.3079


98
Properties=species:S:1:pos:R:3:forces:R:3:mulliken_charge:R:1 method="wB97M-V/def2-TZVPD" e_tot_ha=-2960.5225 gap_ev=4.24 lumo_ev=1.554 charge=-1 e_above_lowest_kcal_mol=24.8
C -5.0492 -2.4803 1.1868 0.006 -0.106 0.126 -0.8298
H 1.2368 1.7059 -4.4676 0.098 0.089 -0.037 0.3645
C 5.9018 2.4836 -0.2142 -0.033 -0.083 -0.143 -0.9440
O -5.9233 4.2900 0.8220 -0.109 0.001 -0.002 -0.5007
Sb 0.0854 1.0905 -2.0765 -0.211 0.073 -0.219 0.3622
H -2.2222 -0.1251 -1.2674 -0.036 0.017 0.075 0.0813
H -4.6364 2.2894 0.7930 -0.093 -0.047 -0.011 0.5664
C -3.8326 -1.6407 1.4757 0.229 -0.122 0.142 0.2683
C 1.8119 -3.2235 -4.7591 -0.001 0.015 -0.026 -0.5639
C 3.3482 -2.8593 3.5794 -0.032 -0.039 0.038 -1.2390
H -1.8678 2.7897 -2.9352 -0.055 0.009 -0.047 0.5486
O -5.4434 -2.3749 -0.1717 -0.053 0.000 -0.021 -0.5328
H 4.7006 -3.2872 1.9583 0.060 -0.036 -0.032 0.3216
C 2.0336 -0.8668 3.2343 0.066 0.099 0.170 -1.0584
C 2.3654 -0.7302 1.7790 -0.119 -0.462 -0.290 2.7492
H 0.0935 -5.0429 -2.4840 0.080 0.043 -0.068 0.4760
C -1.2849 3.7462 1.8338 -0.083 0.224 -0.074 -0.7102
H 0.9826 -4.4305 1.5427 0.058 0.032 0.043 0.4109
H -0.3003 4.1059 2.0866 0.064 0.057 0.017 0.6293
C 3.9189 -2.6247 2.3129 0.083 -0.137 -0.058 -0.7939
C -2.6573 0.4354 1.4157 0.058 -0.206 0.012 -0.0277
C 4.5575 3.1668 -0.2326 0.040 0.076 -0.038 0.7903
C 4.4968 4.4770 -0.6670 0.192 -0.230 -0.049 -0.9673
H 0.6211 0.0504 -4.5263 0.011 -0.124 -0.034 0.3547
C 3.5430 -1.6040 1.5039 0.276 0.287 -0.041 -0.7310
C -2.3437 4.6073 1.6235 -0.174 -0.093 -0.091 -1.1526
H -1.3005 -1.2325 -2.2827 0.063 -0.120 -0.020 0.1519
N 3.3816 5.2031 -0.6656 -0.016 0.152 -0.047 -0.7320
H 6.0024 2.5295 1.7277 0.063 -0.013 -0.013 0.4023
C -3.5705 4.0867 1.2108 0.141 0.202 0.063 0.5090
H 2.7001 -1.3100 -4.3587 0.038 0.033 -0.027 0.4511
C 2.4500 -1.8999 4.0316 -0.109 -0.046 0.115 -0.2139
C -1.0977 2.8968 -2.1726 -0.010 -0.136 0.009 -1.0882
C -2.5891 1.9177 1.3704 0.036 0.133 0.066 0.2077
C 0.9041 -2.0506 0.1234 0.112 -0.103 -0.260 -1.0349
C 0.9119 -3.0951 -2.0848 0.082 -0.038 -0.063 0.9116
I 0.8980 0.6730 4.1622 0.039 -0.117 0.037 0.0096
H -0.4954 1.4166 -4.7076 -0.159 0.058 -0.062 0.4181
N 2.4475 0.7079 1.4216 0.282 0.132 -0.094 0.0484
C 0.6420 -4.2037 -2.8954 -0.120 -0.163 -0.056 -0.5721
H -0.4618 3.7444 -2.4126 0.090 0.078 -0.034 0.4114
H 3.9771 -1.5151 0.5153 0.045 -0.026 -0.076 0.2718
H -5.9040 -2.1379 1.7761 0.056 -0.024 -0.045 0.3878
N -1.3969 2.4305 1.7038 -0.452 -0.202 -0.298 -0.1116
H 2.1545 -3.2717 -5.7832 0.024 0.000 -0.056 0.3768
O 1.0103 2.8251 0.5445 -0.078 0.235 0.102 1.2544
H -6.6264 4.8906 0.5551 0.076 -0.068 0.008 0.3061
C 2.1109 -2.1259 -3.9592 0.027 -0.018 -0.106 -0.9744
H -3.2396 -5.8058 -0.6013 -0.054 -0.010 -0.017 0.4113
C -3.6955 2.7168 1.0912 0.244 -0.075 0.052 -0.6186
H -0.5749 -1.8740 2.3695 0.060 -0.041 0.017 0.4689
C -0.7314 -5.7168 1.6597 -0.111 -0.016 0.062 -0.6863
H 3.6647 -3.6739 4.2084 0.042 -0.084 0.091 0.3657
H -2.5318 -6.8852 1.5114 -0.028 -0.041 0.025 0.3786
C 1.1893 -1.0578 0.8358 -0.382 0.507 0.501 0.1893
C -3.8332 -0.2750 1.2182 0.262 0.010 0.075 -0.1273
Mg 0.3405 1.1123 1.2628 0.431 -0.277 0.192 0.0066
H 2.0839 -1.9460 5.0502 -0.011 -0.008 0.061 0.3700
C 0.4008 1.0634 -4.2080 0.068 -0.015 0.139 -1.3533
H -2.2030 5.6709 1.7504 0.006 0.088 0.012 0.4281
C 1.0757 -4.2610 -4.2072 0.046 -0.025 -0.125 -0.8143
N -1.4968 -0.1575 1.7488 -0.671 0.328 0.002 0.4821
C 1.0379 5.5089 -0.2276 -0.029 0.022 -0.061 -0.8612
C 0.0512 -4.7326 1.0801 0.008 0.095 0.013 -0.1443
C 2.1712 3.2940 0.2045 0.126 0.016 -0.063 0.0599
C -1.5189 -1.4424 2.0700 -0.016 -0.134 -0.114 -0.6963
H -0.4023 -6.1873 2.5770 0.011 -0.016 0.054 0.4352
H 4.3074 0.5804 0.5902 -0.087 0.048 0.022 0.2521
C -2.3169 -5.5036 -0.1209 -0.097 -0.086 0.006 -0.8897
H -2.6280 -3.2626 2.2219 0.029 -0.117 -0.003 0.3897
H -1.8466 -4.0563 -1.6294 -0.007 -0.002 0.062 0.5554
H 5.8171 1.4069 -0.4018 -0.012 0.128 -0.063 0.3369
H 5.3894 4.9670 -1.0360 0.094 0.021 -0.009 0.3588
H 1.1518 6.3181 -0.9476 0.013 0.002 0.016 0.4108
C 2.2640 4.6463 -0.2470 -0.137 -0.117 0.006 0.4325
C -2.6691 -2.2114 1.9756 -0.163 0.035 -0.179 -0.7130
H 6.5302 2.9028 -1.0027 -0.035 -0.002 0.051 0.3965
C -1.6358 -0.2038 -2.1813 0.087 0.049 0.055 -0.7873
H -4.8398 -3.5239 1.4554 -0.047 0.110 0.009 0.2901
H 1.9330 -1.2119 -2.0350 0.014 0.005 0.031 0.8415
O 6.6115 2.7042 1.0005 -0.019 0.003 0.184 -0.5485
H -4.6925 -2.6525 -0.7074 0.032 0.002 -0.089 0.3531
C 1.6674 -2.0598 -2.6548 0.067 0.039 0.026 -0.1393
C -0.3324 -4.1112 -0.1119 -0.133 -0.158 0.141 -0.2157
C 0.4952 -3.0449 -0.6944 0.008 0.162 0.211 -0.1207
H 0.8457 -5.1374 -4.8014 -0.002 -0.017 -0.025 0.3832
H -1.5636 3.0834 -1.2073 -0.056 0.038 0.110 0.0059
H -4.7592 5.8003 1.6546 0.018 -0.087 -0.083 0.3192
C -1.5325 -4.5217 -0.6997 -0.059 0.079 -0.096 -0.0539
C -4.7101 5.0146 0.8873 0.105 0.142 0.020 -0.6848
H -4.7315 0.2076 0.8651 -0.062 0.033 -0.006 0.4017
H 0.1477 4.9272 -0.4505 -0.090 -0.032 -0.020 0.0693
C 3.4150 1.1892 0.7636 0.041 -0.019 0.125 -0.6327
H 0.9034 5.9550 0.7608 -0.041 0.024 0.079 0.2484
H -4.4965 5.4996 -0.0755 0.009 -0.022 0.081 0.2985
C -1.9235 -6.1102 1.0650 0.007 0.007 0.035 -0.6311
H -2.2540 0.0756 -3.0312 -0.065 0.024 -0.096 0.5988
C 3.3812 2.5547 0.2356 0.033 0.099 0.002 -0.0826